The following is a DFT calculation (ωB97M-V/def2-TZVPD) of 9 unconnected molecules or ions with the total composition C49H111N13O9 in a non-equilibrium geometry.

Last columns: bonded neighbours and bond lengths (Å).
Element x y z (Å)
1 C -1.350 23.945 -11.858  C2 1.561, H12 1.090, H13 1.090, H14 1.090
2 C -2.752 24.609 -12.026  C1 1.561, C3 1.529, C4 1.579, N10 1.488
3 C -3.404 24.947 -10.685  C2 1.529, H15 1.090, H16 1.090, H17 1.090
4 C -2.363 25.974 -12.718  C2 1.579, C5 1.540, H18 1.090, H19 1.090
5 C -3.581 26.742 -13.262  C4 1.540, C6 1.535, H20 1.090, H21 1.090
6 C -4.444 25.859 -14.174  C5 1.535, C7 1.582, H22 1.090, H23 1.090
7 C -4.760 24.445 -13.540  C6 1.582, C8 1.531, C9 1.554, N10 1.445
8 C -5.892 24.577 -12.517  C7 1.531, H24 1.090, H25 1.090, H26 1.090
9 C -5.153 23.576 -14.766  C7 1.554, H27 1.090, H28 1.090, H29 1.090
10 N -3.532 23.863 -13.049  C2 1.488, C7 1.445, O11 1.384
11 O -3.726 22.564 -12.615  N10 1.384, H30 0.960
12 H -1.472 22.941 -11.451  C1 1.090
13 H -0.995 23.901 -12.887  C1 1.090
14 H -0.760 24.594 -11.211  C1 1.090
15 H -4.245 25.634 -10.596  C3 1.090
16 H -3.755 24.003 -10.268  C3 1.090
17 H -2.592 25.297 -10.048  C3 1.090
18 H -1.879 26.609 -11.976  C4 1.090
19 H -1.508 25.823 -13.378  C4 1.090
20 H -4.148 27.168 -12.435  C5 1.090
21 H -3.432 27.562 -13.965  C5 1.090
22 H -4.095 25.774 -15.202  C6 1.090
23 H -5.408 26.369 -14.202  C6 1.090
24 H -6.815 24.724 -13.079  C8 1.090
25 H -5.984 25.412 -11.822  C8 1.090
26 H -6.129 23.675 -11.953  C8 1.090
27 H -5.806 24.095 -15.468  C9 1.090
28 H -5.682 22.628 -14.663  C9 1.090
29 H -4.282 23.422 -15.403  C9 1.090
30 H -4.320 22.683 -11.870  O11 0.960
31 C -7.864 18.223 -11.678  C32 1.491, H42 1.090, H43 1.090, H44 1.090
32 C -8.631 17.034 -11.207  C31 1.491, C33 1.524, C34 1.564, N40 1.490
33 C -9.669 17.549 -10.218  C32 1.524, H45 1.090, H46 1.090, H47 1.090
34 C -9.481 16.439 -12.378  C32 1.564, C35 1.538, H48 1.090, H49 1.090
35 C -8.739 15.588 -13.422  C34 1.538, C36 1.526, H50 1.090, H51 1.090
36 C -7.990 14.529 -12.619  C35 1.526, C37 1.524, H52 1.090, H53 1.090
37 C -6.991 14.940 -11.543  C36 1.524, C38 1.530, C39 1.554, N40 1.580
38 C -6.583 13.719 -10.717  C37 1.530, H54 1.090, H55 1.090, H56 1.090
39 C -5.724 15.624 -12.128  C37 1.554, H57 1.090, H58 1.090, H59 1.090
40 N -7.754 15.977 -10.628  C32 1.490, C37 1.580, O41 1.436
41 O -6.980 16.325 -9.470  N40 1.436, H60 0.960
42 H -8.564 19.016 -11.943  C31 1.090
43 H -7.202 18.488 -10.854  C31 1.090
44 H -7.293 17.908 -12.551  C31 1.090
45 H -9.236 18.047 -9.351  C33 1.090
46 H -10.263 18.304 -10.733  C33 1.090
47 H -10.355 16.823 -9.781  C33 1.090
48 H -10.372 15.872 -12.110  C34 1.090
49 H -9.764 17.216 -13.088  C34 1.090
50 H -9.371 15.001 -14.089  C35 1.090
51 H -8.011 16.129 -14.026  C35 1.090
52 H -7.469 13.946 -13.378  C36 1.090
53 H -8.681 13.786 -12.222  C36 1.090
54 H -6.155 12.994 -11.409  C38 1.090
55 H -7.426 13.345 -10.137  C38 1.090
56 H -5.766 14.051 -10.076  C38 1.090
57 H -4.821 15.017 -12.071  C39 1.090
58 H -5.415 16.519 -11.587  C39 1.090
59 H -5.849 15.890 -13.177  C39 1.090
60 H -7.444 15.758 -8.850  O41 0.960
61 C -8.905 12.681 -21.950  C62 1.603, H72 1.090, H73 1.090, H74 1.090
62 C -7.984 12.573 -20.642  C61 1.603, C63 1.538, C64 1.549, N70 1.516
63 C -8.328 13.726 -19.685  C62 1.538, H75 1.090, H76 1.090, H77 1.090
64 C -8.183 11.173 -20.009  C62 1.549, C65 1.596, H78 1.090, H79 1.090
65 C -7.056 10.880 -18.918  C64 1.596, C66 1.572, H80 1.090, H81 1.090
66 C -5.569 11.069 -19.393  C65 1.572, C67 1.555, H82 1.090, H83 1.090
67 C -5.349 12.376 -20.207  C66 1.555, C68 1.614, C69 1.536, N70 1.482
68 C -5.049 13.534 -19.123  C67 1.614, H84 1.090, H85 1.090, H86 1.090
69 C -4.186 12.187 -21.193  C67 1.536, H87 1.090, H88 1.090, H89 1.090
70 N -6.527 12.730 -21.031  C62 1.516, C67 1.482, O71 1.389
71 O -6.264 13.868 -21.782  N70 1.389, H90 0.960
72 H -8.638 12.058 -22.803  C61 1.090
73 H -9.884 12.287 -21.676  C61 1.090
74 H -8.888 13.648 -22.452  C61 1.090
75 H -7.944 13.612 -18.671  C63 1.090
76 H -8.022 14.708 -20.048  C63 1.090
77 H -9.417 13.754 -19.722  C63 1.090
78 H -9.158 11.180 -19.520  C64 1.090
79 H -8.192 10.410 -20.787  C64 1.090
80 H -7.146 11.517 -18.039  C65 1.090
81 H -7.190 9.892 -18.478  C65 1.090
82 H -5.263 10.206 -19.983  C66 1.090
83 H -5.037 10.996 -18.444  C66 1.090
84 H -5.950 13.973 -18.694  C68 1.090
85 H -4.474 14.374 -19.513  C68 1.090
86 H -4.493 13.068 -18.310  C68 1.090
87 H -3.278 11.817 -20.716  C69 1.090
88 H -3.868 13.087 -21.720  C69 1.090
89 H -4.481 11.460 -21.950  C69 1.090
90 H -6.138 14.571 -21.141  O71 0.960
91 C 0.175 26.147 -19.523  C92 1.526, H102 1.090, H103 1.090, H104 1.090
92 C 0.246 25.782 -21.003  C91 1.526, C93 1.576, C94 1.575, N100 1.534
93 C -1.191 25.522 -21.597  C92 1.576, H105 1.090, H106 1.090, H107 1.090
94 C 0.770 27.009 -21.841  C92 1.575, C95 1.576, H108 1.090, H109 1.090
95 C 2.308 27.300 -21.658  C94 1.576, C96 1.586, H110 1.090, H111 1.090
96 C 3.023 25.940 -22.051  C95 1.586, C97 1.546, H112 1.090, H113 1.090
97 C 2.618 24.683 -21.248  C96 1.546, C98 1.573, C99 1.629, N100 1.438
98 C 3.298 23.423 -21.899  C97 1.573, H114 1.090, H115 1.090, H116 1.090
99 C 3.171 24.806 -19.720  C97 1.629, H117 1.090, H118 1.090, H119 1.090
100 N 1.183 24.610 -21.317  C92 1.534, C97 1.438, O101 1.391
101 O 0.783 23.386 -20.790  N100 1.391, H120 0.960
102 H -0.343 27.085 -19.326  C91 1.090
103 H -0.125 25.295 -18.913  C91 1.090
104 H 1.071 26.586 -19.083  C91 1.090
105 H -1.531 26.393 -22.158  C93 1.090
106 H -1.293 24.687 -22.289  C93 1.090
107 H -1.870 25.417 -20.751  C93 1.090
108 H 0.667 26.775 -22.900  C94 1.090
109 H 0.177 27.903 -21.649  C94 1.090
110 H 2.614 28.099 -22.333  C95 1.090
111 H 2.526 27.561 -20.623  C95 1.090
112 H 4.071 26.185 -21.883  C96 1.090
113 H 3.018 25.690 -23.112  C96 1.090
114 H 3.079 23.277 -22.957  C98 1.090
115 H 2.938 22.468 -21.517  C98 1.090
116 H 4.381 23.473 -21.785  C98 1.090
117 H 4.179 24.403 -19.816  C99 1.090
118 H 2.571 24.208 -19.033  C99 1.090
119 H 3.255 25.827 -19.349  C99 1.090
120 H 0.590 22.840 -21.556  O101 0.960
121 C 2.353 12.201 -16.220  C122 1.574, H132 1.090, H133 1.090, H134 1.090
122 C 2.432 12.093 -14.652  C121 1.574, C123 1.598, C124 1.609, N130 1.451
123 C 1.230 11.202 -14.092  C122 1.598, H135 1.090, H136 1.090, H137 1.090
124 C 3.821 11.400 -14.228  C122 1.609, C125 1.553, H138 1.090, H139 1.090
125 C 4.208 11.473 -12.726  C124 1.553, C126 1.524, H140 1.090, H141 1.090
126 C 4.115 12.944 -12.340  C125 1.524, C127 1.551, H142 1.090, H143 1.090
127 C 2.723 13.574 -12.604  C126 1.551, C128 1.501, C129 1.494, N130 1.472
128 C 1.686 13.092 -11.633  C127 1.501, H144 1.090, H145 1.090, H146 1.090
129 C 2.853 15.027 -12.281  C127 1.494, H147 1.090, H148 1.090, H149 1.090
130 N 2.417 13.406 -14.035  C122 1.451, C127 1.472, O131 1.415
131 O 1.201 14.041 -14.378  N130 1.415, H150 0.960
132 H 3.168 12.770 -16.668  C121 1.090
133 H 2.519 11.193 -16.602  C121 1.090
134 H 1.557 12.767 -16.702  C121 1.090
135 H 1.367 10.564 -13.220  C123 1.090
136 H 0.329 11.747 -13.811  C123 1.090
137 H 0.875 10.420 -14.763  C123 1.090
138 H 3.658 10.328 -14.345  C124 1.090
139 H 4.540 11.737 -14.974  C124 1.090
140 H 3.564 10.900 -12.058  C125 1.090
141 H 5.180 11.016 -12.537  C125 1.090
142 H 4.844 13.577 -12.845  C126 1.090
143 H 4.423 12.955 -11.295  C126 1.090
144 H 1.764 12.008 -11.540  C128 1.090
145 H 0.722 13.186 -12.133  C128 1.090
146 H 1.744 13.524 -10.634  C128 1.090
147 H 3.399 15.498 -13.098  C129 1.090
148 H 3.478 15.338 -11.444  C129 1.090
149 H 1.839 15.410 -12.163  C129 1.090
150 H 1.376 14.975 -14.242  O131 0.960
151 N -4.228 20.477 -20.957  C152 1.295, H155 1.010, H156 1.010
152 C -5.511 20.416 -21.126  N151 1.295, N153 1.298, O154 1.215
153 N -5.733 19.983 -22.329  C152 1.298, H157 1.010, H158 1.010
154 O -6.442 20.572 -20.361  C152 1.215
155 H -3.936 20.440 -19.991  N151 1.010
156 H -3.635 20.211 -21.730  N151 1.010
157 H -6.726 19.859 -22.464  N153 1.010
158 H -5.037 19.894 -23.055  N153 1.010
159 N -1.863 19.077 -15.984  C160 1.286, H163 1.010, H164 1.010
160 C -0.767 19.407 -16.573  N159 1.286, N161 1.294, O162 1.245
161 N -0.592 20.676 -16.389  C160 1.294, H165 1.010, H166 1.010
162 O -0.098 18.752 -17.394  C160 1.245
163 H -2.109 18.099 -16.028  N159 1.010
164 H -2.208 19.657 -15.233  N159 1.010
165 H -0.047 21.270 -16.998  N161 1.010
166 H -1.325 21.022 -15.787  N161 1.010
167 N 5.799 16.688 -16.392  C168 1.317, H171 1.010, H172 1.010
168 C 6.137 17.362 -17.471  N167 1.317, N169 1.309, O170 1.246
169 N 5.129 17.906 -18.106  C168 1.309, H173 1.010, H174 1.010
170 O 7.306 17.767 -17.618  C168 1.246
171 H 6.535 16.255 -15.854  N167 1.010
172 H 4.851 16.412 -16.175  N167 1.010
173 H 4.179 17.596 -17.956  N169 1.010
174 H 5.339 18.710 -18.679  N169 1.010
175 N 1.252 17.312 -25.023  C176 1.315, H179 1.010, H180 1.010
176 C 0.651 17.817 -23.967  N175 1.315, N177 1.305, O178 1.241
177 N 1.132 17.212 -22.915  C176 1.305, H181 1.010, H182 1.010
178 O -0.224 18.691 -24.065  C176 1.241
179 H 0.874 17.551 -25.928  N175 1.010
180 H 1.938 16.589 -24.859  N175 1.010
181 H 2.046 16.830 -23.109  N177 1.010
182 H 1.035 17.587 -21.982  N177 1.010

lowest unoccupied orbital energy: 0.0 eV

Mulliken atomic charge list, values in e, 2 entries: -1.77 1.20